Record 1
Computed, not measured: a 15-piece molecular cluster, H31O15 overall at a distorted geometry, with wB97M-V/def2-TZVPD.

The calculation puts the total energy at -31209.187 eV. Its multiplicity is 1. For the energy above the lowest of the compared OMol25 structures with the same formula, charge and spin, the calculation gives 54.3 kcal/mol. As for the total charge: +1. The HOMO-LUMO gap is 10.78 eV.

Positions of all 46 atoms, in Å:
O: -1.0622 -1.2334 2.0499
H: 2.8123 2.6610 -1.4107
H: -1.6002 -0.9582 1.2817
O: -0.6769 -3.9089 2.4128
H: 2.2479 0.4878 -0.8139
H: -0.3468 -4.6310 1.8822
O: -0.8507 -2.1793 -2.8687
H: -1.5742 1.4927 4.2500
H: -2.4114 0.6839 -2.2998
O: -2.5213 2.7380 -1.2540
H: -0.3451 -3.8085 -0.5035
H: -3.8784 0.8524 0.8117
O: 1.9430 2.2550 -1.2846
H: -1.6403 2.6535 -1.6172
H: 3.3694 0.3641 0.3207
O: -0.6167 2.8048 0.2154
H: -1.0937 -3.0867 -2.6576
H: -1.4653 -1.7117 -3.4375
O: -1.3739 1.4586 3.3010
H: -0.8742 2.2974 1.0039
H: 0.9280 -0.8326 -2.3023
O: 0.8724 1.1137 -3.2055
H: -0.8338 -3.0634 1.9662
H: 0.3601 -1.9489 -1.4376
O: 0.5352 -3.4722 -0.2960
H: 1.5904 2.2624 -2.2296
H: 3.1557 1.2191 2.2326
O: -3.7555 0.1300 1.4219
H: -0.0963 0.9652 -3.1700
O: 3.0735 -0.0701 -0.5444
H: 2.5335 -0.8742 -0.2758
H: -4.2891 -0.0102 2.2102
O: 1.0366 -1.2023 -1.4169
H: 0.7870 -3.7131 0.6000
H: 0.3497 2.7892 0.2923
O: 3.3484 1.6269 1.3694
H: -0.9202 0.6265 3.1465
H: 4.0315 2.2464 1.6666
O: -1.9917 0.7407 -3.1818
H: -1.6371 -0.7691 2.6766
H: 2.2937 -0.6389 4.0655
O: 2.1045 -0.8984 3.1609
H: 1.6172 -1.7271 3.1367
H: -2.7421 3.6645 -1.1300
H: 1.1725 0.9293 -4.1026
H: -2.3268 1.6562 -3.2925

Forces on atoms 1 to 6 (eV/Å):
O -0.91 0.87 -0.51
H -0.05 0.05 0.43
H 0.49 -0.32 -0.26
O 0.09 -0.06 0.98
H 1.27 0.45 -0.32
H -0.22 0.11 -0.39

Atomic partial charges in e from the Mulliken method, atoms 1 to 2: number 1, O, carries -0.707; number 2, H, carries 0.286

---

Record 2
Computed, not measured: C38H45As2BrF4IN4P2SeV as an isolated structure, with wB97M-V/def2-TZVPD.

The calculation puts the total energy at -366398.587 eV. Its multiplicity is 4. For the energy above the lowest of the compared OMol25 structures with the same formula, charge and spin, the calculation gives 43.3 kcal/mol. As for the total charge: -1. The HOMO-LUMO gap (alpha / beta) is 5.99 / 4.31 eV.

Positions of all 99 atoms, in Å:
V: 0.5712 1.1287 -0.7457
C: 4.4592 0.8309 -0.7505
P: 2.9075 0.9166 -1.7112
C: 3.1866 -0.3761 -2.9734
C: 3.2184 2.4243 -2.7474
C: 2.0113 2.6568 -3.6617
P: 0.4922 2.7539 -2.6344
C: 0.3904 4.5276 -2.2121
C: -0.8719 2.5201 -3.8100
H: 5.3207 0.7474 -1.4165
H: 4.4291 -0.0401 -0.0962
H: 4.5656 1.7202 -0.1295
H: 4.0397 -0.1204 -3.6073
H: 2.2815 -0.5104 -3.5633
H: 3.3759 -1.3249 -2.4713
H: 4.1417 2.3104 -3.3217
H: 3.3546 3.2806 -2.0799
H: 1.8870 1.8116 -4.3436
H: 2.1173 3.5592 -4.2697
H: 0.3200 5.1441 -3.1102
H: 1.2716 4.8235 -1.6406
H: -0.4853 4.7045 -1.5858
H: -0.7801 3.1861 -4.6704
H: -1.8178 2.7108 -3.3034
H: -0.8721 1.4796 -4.1343
C: -4.8435 -1.4089 2.2063
As: -3.0990 -1.0608 1.3552
C: -3.8010 -0.8114 -0.4531
C: -2.5210 -2.9312 1.2271
C: -3.2537 -3.8409 0.4694
C: -2.8334 -5.1506 0.3073
C: -1.6580 -5.5659 0.9097
C: -0.9358 -4.6803 1.6939
C: -1.3596 -3.3638 1.8794
As: -0.3161 -2.1483 3.0324
C: 0.8248 -3.5075 3.8864
C: -1.6118 -2.0829 4.5232
H: -5.4263 -2.1327 1.6356
H: -5.3976 -0.4717 2.2706
H: -4.6851 -1.7928 3.2139
H: -4.3674 -1.6743 -0.7986
H: -2.9660 -0.6271 -1.1260
H: -4.4675 0.0543 -0.4252
H: -4.1656 -3.5228 -0.0208
H: -3.4135 -5.8360 -0.2984
H: -1.3007 -6.5793 0.7724
H: -0.0221 -5.0273 2.1566
H: 1.5836 -3.8630 3.1900
H: 0.2464 -4.3506 4.2655
H: 1.3322 -3.0210 4.7210
H: -2.1028 -3.0461 4.6615
H: -2.3574 -1.3127 4.3303
H: -1.0675 -1.8168 5.4306
Br: 5.3295 -4.2771 -0.3688
C: 5.1324 -3.4783 1.3411
C: 6.1640 -3.6618 2.2536
C: 6.0786 -3.0935 3.5128
C: 4.9636 -2.3395 3.8538
C: 3.9428 -2.1637 2.9354
C: 4.0048 -2.7349 1.6623
I: 2.4072 -2.3256 0.3554
H: 7.0276 -4.2481 1.9706
H: 6.8835 -3.2375 4.2219
H: 4.8868 -1.8857 4.8337
H: 3.0729 -1.5708 3.1938
F: -5.4909 4.7927 1.4933
C: -5.6483 4.0726 0.3788
C: -6.8970 4.0044 -0.1626
F: -7.8763 4.6683 0.4550
C: -7.2052 3.2407 -1.3193
C: -6.0843 2.5575 -1.8602
C: -4.8380 2.6316 -1.3163
F: -3.8423 1.9823 -1.9380
C: -4.5338 3.3858 -0.1601
C: -3.2358 3.4441 0.4012
C: -2.2075 2.5551 0.0385
N: -1.3141 1.8654 -0.1968
C: -2.8354 4.3979 1.3783
N: -2.4331 5.1671 2.1374
F: -6.2339 1.8405 -2.9750
C: -8.4968 3.1707 -1.8769
C: -8.8332 2.3224 -2.9687
N: -9.1747 1.6351 -3.8284
C: -9.5956 3.9452 -1.4105
N: -10.5241 4.5530 -1.0997
Se: 0.0194 -1.0112 -1.4365
C: 0.9311 3.0432 2.9959
C: 1.2677 2.7875 1.5263
C: 2.5772 3.4784 1.1546
C: 1.2949 1.2896 1.1916
H: 0.9415 4.1091 3.2408
H: 1.6576 2.5309 3.6339
H: -0.0579 2.6517 3.2390
H: 0.4730 3.2832 0.9411
H: 3.4095 3.0415 1.7152
H: 2.5461 4.5484 1.3763
H: 2.8027 3.3624 0.0906
H: 0.5323 0.7627 1.7781
H: 2.2630 0.8448 1.4481

Forces on atoms 1 to 6 (eV/Å):
V 0.21 -0.47 0.13
C 0.04 0.03 0.01
P 0.03 -0.04 -0.07
C 0.02 -0.02 0.04
C -0.01 -0.02 0.00
C 0.00 0.02 0.01

Atomic partial charges in e from the Mulliken method, atoms 1 to 2: number 1, V, carries -0.423; number 2, C, carries -0.956

---

Record 3
Computed, not measured: one molecule with the formula C22H31N3O4S at a distorted geometry, with wB97M-V/def2-TZVPD.

The calculation puts the total energy at -46814.511 eV. Its multiplicity is 1. For the energy above the lowest of the compared OMol25 structures with the same formula, charge and spin, the calculation gives 0.0 kcal/mol. The SMILES is O=C1CCc2cc(S(=O)(=O)N3CCC[C@H]3C(=O)NC3CCCCCCC3)ccc2N1. The HOMO-LUMO gap is 9.56 eV.

Positions of all 61 atoms, in Å:
O: -6.1520 2.3825 -1.0470
C: -5.1272 1.7564 -0.9200
N: -4.8413 1.0975 0.2451
C: -3.7001 0.3510 0.4889
C: -3.6570 -0.5479 1.5519
C: -2.5070 -1.2784 1.7912
C: -1.4141 -1.1101 0.9639
C: -1.4443 -0.2197 -0.0941
C: -2.5834 0.5240 -0.3407
C: -2.6742 1.5446 -1.4362
C: -4.0890 1.5766 -2.0066
H: -4.2077 2.3768 -2.7368
H: -4.3108 0.6285 -2.5059
H: -1.9523 1.3251 -2.2232
H: -2.4273 2.5282 -1.0229
H: -0.5710 -0.1203 -0.7186
S: 0.1037 -1.9911 1.2899
O: -0.1872 -3.1642 2.0646
O: 1.0606 -1.0591 1.8328
N: 0.5979 -2.3349 -0.2637
C: -0.0889 -3.4550 -0.8872
C: 0.9648 -4.5554 -0.9885
H: 1.0507 -5.0633 -0.0269
C: 2.2319 -3.7554 -1.2828
H: 2.2929 -3.4941 -2.3412
H: 3.1415 -4.2787 -0.9977
C: 2.0442 -2.4645 -0.4827
H: 2.5479 -2.5052 0.4892
C: 2.5212 -1.2050 -1.2327
O: 2.8806 -1.2206 -2.3927
N: 2.4573 -0.1129 -0.4618
H: 2.1181 -0.2165 0.4887
C: 2.8119 1.2200 -0.9084
C: 4.0617 1.6810 -0.1448
H: 4.8854 1.0544 -0.4945
C: 4.4324 3.1568 -0.3377
H: 5.5162 3.2260 -0.4569
C: 4.0603 4.0697 0.8331
H: 4.5088 3.6671 1.7448
H: 4.5236 5.0435 0.6502
C: 2.5701 4.3076 1.0883
H: 2.0964 4.6992 0.1871
C: 1.8041 3.0801 1.5985
C: 0.9588 2.3527 0.5473
H: 0.0455 2.9338 0.3853
H: 0.6557 1.3899 0.9639
C: 1.5952 2.1488 -0.8281
H: 0.8302 1.7278 -1.4871
H: 1.8721 3.1149 -1.2482
H: 2.5012 2.3838 2.0619
H: 1.1172 3.3941 2.3886
H: 2.5042 5.0947 1.8438
H: 3.9921 3.5363 -1.2607
H: 3.9341 1.4661 0.9154
H: 3.0753 1.1187 -1.9689
H: 0.7344 -5.2853 -1.7613
H: -0.4318 -3.1452 -1.8801
H: -0.9477 -3.7322 -0.2753
H: -2.4432 -1.9828 2.6047
H: -4.5222 -0.6675 2.1864
H: -5.5651 1.1049 0.9529

Forces on atoms 1 to 6 (eV/Å):
O -0.16 0.12 -0.07
C 0.05 0.04 -0.36
N -0.27 -0.03 0.55
C 0.51 -0.30 0.01
C 0.08 0.09 -0.08
C 0.03 -0.06 0.08

Atomic partial charges in e from the Mulliken method, atoms 1 to 2: number 1, O, carries -0.631; number 2, C, carries 0.372

---

Record 4
Computed, not measured: a 2-piece molecular cluster, C6H13NO overall at a distorted geometry, with wB97M-V/def2-TZVPD.

The calculation puts the total energy at -9968.062 eV. Its multiplicity is 1. For the energy above the lowest of the compared OMol25 structures with the same formula, charge and spin, the calculation gives 71.8 kcal/mol. The SMILES is C=C/C(C)=C(\C)N.O. The HOMO-LUMO gap is 8.40 eV.

Positions of all 21 atoms, in Å:
C: -0.9753 -1.4077 -0.8422
N: -0.0869 1.2534 -1.4566
C: 0.5901 0.5266 -0.5569
C: 0.1877 -0.7464 -0.2197
C: 0.9238 -1.6501 0.7637
C: 0.6122 -1.7109 1.9843
C: 1.7921 1.1601 0.1476
H: -1.8741 -0.9754 -0.3085
H: -0.9258 -1.1433 -1.9566
H: -0.8886 -2.4501 -0.8941
H: -0.3827 0.7308 -2.3633
H: 0.0883 2.2204 -1.7194
H: 1.8532 -2.0891 0.3498
H: 1.1151 -2.2790 2.7486
H: -0.4078 -1.4420 2.3452
H: 2.5096 0.3602 0.4833
H: 2.3167 1.8521 -0.4640
H: 1.3362 1.5271 1.2006
H: -2.1831 1.7751 -0.3230
H: -2.6730 2.5180 0.9058
O: -2.9276 1.9703 0.1755

Forces on atoms 1 to 6 (eV/Å):
C -0.70 2.73 -1.78
N -2.66 0.47 -4.61
C 1.75 -2.92 2.55
C 1.50 0.36 0.22
C 2.10 2.13 -5.08
C -2.80 -1.21 4.85

Atomic partial charges in e from the Mulliken method, atoms 1 to 2: number 1, C, carries -1.347; number 2, N, carries -0.411

---

Record 5
Computed, not measured: a 2-piece molecular cluster, C4H8O3 overall at a distorted geometry, with wB97M-V/def2-TZVPD.

The calculation puts the total energy at -10414.653 eV. Its multiplicity is 1. For the energy above the lowest of the compared OMol25 structures with the same formula, charge and spin, the calculation gives 146.4 kcal/mol. The SMILES is C=COO.CC=O. The HOMO-LUMO gap is 9.50 eV.

Positions of all 15 atoms, in Å:
C: 1.3924 -1.6577 -0.0664
C: 0.7227 -0.9052 -1.1594
O: -1.3042 -0.2746 0.1774
O: -1.0463 -0.3723 1.5758
O: 0.3354 -1.2681 -2.2189
H: -1.5730 0.3597 1.9559
H: 0.7097 -1.7961 0.7712
H: 1.6531 -2.6482 -0.4358
H: 2.2681 -1.1318 0.3083
C: -0.9228 1.0311 -0.3787
C: -0.6117 2.0930 0.3884
H: -0.7063 3.0767 -0.0374
H: -1.5526 1.1397 -1.2532
H: 0.6123 0.3453 -0.8843
H: 0.0230 2.0086 1.2572

Forces on atoms 1 to 6 (eV/Å):
C -0.06 -0.88 -0.06
C 0.45 3.74 0.86
O 0.62 1.61 -0.58
O 0.14 0.40 -0.21
O -0.18 -0.75 -0.50
H 0.06 -0.20 -0.25

Atomic partial charges in e from the Mulliken method, atoms 1 to 2: number 1, C, carries -1.009; number 2, C, carries 0.604

---

Record 6
Computed, not measured: a 2-piece molecular cluster, C3H6OS2 overall at a distorted geometry, with wB97M-V/def2-TZVPD.

The calculation puts the total energy at -26920.092 eV. Its multiplicity is 1. For the energy above the lowest of the compared OMol25 structures with the same formula, charge and spin, the calculation gives 146.5 kcal/mol. The HOMO-LUMO gap is 4.61 eV.

Positions of all 12 atoms, in Å:
C: -0.8660 -0.4896 0.0813
C: -2.1812 0.2746 0.0655
O: -3.3849 -0.0025 -0.0145
C: 0.3761 0.2326 0.9268
S: 1.6446 -0.9893 1.4846
S: 1.1161 0.9241 -1.9081
H: -0.5462 -0.3319 -1.0314
H: -1.0222 -1.5470 0.3664
H: -1.9926 1.2530 0.2039
H: 0.0835 0.6635 1.8415
H: 0.8876 1.0038 0.2913
H: 1.5256 -0.0847 -1.2208

Forces on atoms 1 to 6 (eV/Å):
C 0.60 0.21 -0.99
C -2.22 -2.27 0.67
O 2.78 -0.89 -0.13
C -0.71 -4.69 -0.39
S -1.63 1.81 -1.26
S -0.09 1.58 -0.14

Atomic partial charges in e from the Mulliken method, atoms 1 to 2: number 1, C, carries 0.061; number 2, C, carries -0.117